The following is a quantum chemistry calculation of a molecular structure, C26H66HgN2O17S7 at a distorted geometry, from the OMol25 dataset.

LUMO level = 0.111 eV
maximum force = 0.1188 hartree/bohr
Kohn-Sham gap = 8.1 eV

```
! wB97M-V def2-TZVPD RIJCOSX def2/J DEFGRID3
* xyz 0 1
Hg 13.622 25.472 -4.605
O 16.185 25.075 -7.725
C 15.271 25.502 -6.838
O 14.030 25.362 -7.040
O 15.590 25.987 -5.797
H 15.620 24.725 -8.419
O 11.428 29.139 -4.567
C 12.106 27.987 -4.716
O 11.526 26.917 -4.948
O 13.312 27.958 -4.444
H 10.538 28.782 -4.613
C 11.382 28.559 -8.822
S 11.030 29.133 -10.601
O 12.261 28.736 -11.400
C 11.164 30.973 -10.208
H 10.566 28.748 -8.125
H 12.277 29.019 -8.403
H 11.653 27.517 -8.655
H 10.654 31.203 -9.273
H 10.746 31.606 -10.991
H 12.162 31.382 -10.047
C 13.381 26.064 -11.282
S 13.813 24.236 -11.196
O 14.982 24.192 -10.220
C 12.426 23.936 -10.007
H 12.354 26.186 -11.624
H 14.035 26.431 -12.073
H 13.447 26.636 -10.356
H 12.464 24.654 -9.188
H 12.541 22.943 -9.573
H 11.470 24.097 -10.504
C 13.773 23.768 -0.808
S 12.390 24.838 -1.298
O 12.321 24.779 -2.825
C 11.050 23.725 -0.652
H 14.040 23.962 0.231
H 14.699 24.068 -1.300
H 13.675 22.701 -1.010
H 10.022 24.075 -0.561
H 11.427 23.234 0.245
H 11.115 22.998 -1.461
C 12.692 29.096 -1.241
S 13.690 29.562 0.327
O 15.204 29.702 0.031
C 12.944 31.284 0.623
H 11.629 29.010 -1.013
H 12.925 28.146 -1.722
H 12.840 29.862 -2.001
H 12.670 31.844 -0.271
H 13.550 31.938 1.250
H 12.011 31.129 1.164
C 17.192 23.097 -4.764
S 15.580 22.438 -4.159
O 14.547 23.564 -4.140
C 15.326 21.227 -5.549
H 17.882 22.261 -4.881
H 17.643 23.758 -4.024
H 17.142 23.673 -5.688
H 15.353 21.805 -6.473
H 14.318 20.825 -5.448
H 16.133 20.495 -5.568
C 16.088 28.555 -2.870
S 16.129 26.735 -2.460
O 14.786 26.110 -2.804
C 16.276 26.797 -0.560
H 16.190 28.700 -3.945
H 16.850 29.096 -2.308
H 15.162 28.960 -2.462
H 17.123 27.413 -0.260
H 16.381 25.763 -0.231
H 15.348 27.147 -0.107
C 17.707 28.495 -6.941
S 16.721 29.988 -7.455
O 16.996 30.370 -8.899
C 15.000 29.232 -7.340
H 18.781 28.669 -7.016
H 17.554 27.624 -7.579
H 17.569 28.277 -5.882
H 14.980 28.521 -6.513
H 14.798 28.577 -8.188
H 14.408 30.098 -7.045
C 10.967 23.767 -5.873
O 12.015 23.942 -5.230
N 10.699 22.746 -6.730
C 9.416 22.631 -7.416
C 11.619 21.652 -6.949
H 10.156 24.511 -5.855
H 8.808 21.755 -7.189
H 9.586 22.731 -8.488
H 8.764 23.473 -7.183
H 11.094 20.791 -6.538
H 11.561 21.435 -8.016
H 12.583 21.984 -6.562
C 8.702 25.417 -3.204
O 8.236 24.294 -3.268
N 8.538 26.188 -2.140
C 7.595 25.842 -1.035
C 9.095 27.541 -2.007
H 9.309 25.887 -3.993
H 6.743 26.493 -1.227
H 7.941 26.097 -0.033
H 7.371 24.776 -1.063
H 9.641 27.672 -1.073
H 9.771 27.747 -2.837
H 8.407 28.384 -2.076
O 12.073 19.349 -1.294
C 12.687 19.988 -2.087
O 13.987 20.078 -1.996
C 14.630 19.234 -1.033
C 14.950 20.003 0.224
C 12.025 20.795 -3.150
H 15.641 19.083 -1.412
H 14.213 18.242 -0.863
H 15.305 20.941 -0.203
H 15.671 19.515 0.879
H 14.072 20.308 0.794
H 12.108 21.881 -3.130
H 10.954 20.711 -2.963
H 12.256 20.424 -4.149
*
```

Here are the Löwdin charges for atoms 1 to 99, given in e: 1.20 0.10 -0.88 -0.07 -0.04 0.05 0.09 -0.85 -0.05 -0.05 0.09 -0.23 0.87 -0.59 -0.25 0.04 0.03 0.04 0.04 0.04 0.05 -0.25 0.90 -0.59 -0.26 0.04 0.05 0.04 0.04 0.03 0.04 -0.25 0.90 -0.61 -0.20 0.06 0.03 0.04 0.04 0.05 0.03 -0.22 0.87 -0.60 -0.24 0.03 0.03 0.05 0.04 0.05 0.03 -0.22 0.91 -0.62 -0.21 0.05 0.05 0.05 0.06 0.02 0.06 -0.20 0.91 -0.67 -0.21 0.04 0.05 0.02 0.05 0.03 0.02 -0.25 0.83 -0.59 -0.23 0.04 0.05 0.03 0.02 0.06 0.04 -0.24 -0.09 -0.18 -0.05 -0.03 0.14 0.09 0.08 0.09 0.09 0.08 0.08 -0.36 -0.01 -0.16 -0.03 -0.05 0.12

The following is a quantum chemistry calculation of a molecular structure, C40H56MoN2PSbSi3 at a distorted geometry, from the OMol25 dataset.

energy above the lowest of the compared OMol25 structures with the same formula, charge and spin = 22.65 kJ/mol
LUMO level (spin up / spin down) = -7.297 / -7.289 eV
maximum force = 0.0212 hartree/bohr
Kohn-Sham gap (spin up / spin down) = 5.4 / 5.9 eV
<S²> = 2.22

```
! wB97M-V def2-TZVPD RIJCOSX def2/J DEFGRID3
* xyz 2 3
Mo 0.436 -0.395 0.240
C 2.222 -4.485 0.510
Sb 0.642 -3.032 0.578
C 2.361 0.055 0.019
C 2.513 -0.566 -1.287
C 3.644 -1.198 -1.808
C 3.556 -1.829 -3.037
C 2.354 -1.808 -3.734
C 1.261 -1.195 -3.145
N 1.326 -0.609 -1.953
Si 3.847 0.951 0.824
C 5.322 -0.167 1.196
C 4.370 2.224 -0.469
C 3.264 1.751 2.429
C -1.261 -3.934 0.239
C -2.196 -2.813 -0.104
C -3.531 -3.135 -0.387
C -4.476 -2.152 -0.585
C -4.087 -0.827 -0.445
C -2.769 -0.571 -0.155
N -1.815 -1.513 -0.023
Si -1.825 -4.544 2.021
C -0.370 -5.368 2.890
C -2.260 -2.972 2.967
C -3.278 -5.726 1.874
Si -1.139 -5.316 -1.133
C -0.126 -4.468 -2.486
C -0.288 -6.820 -0.396
C -2.763 -5.829 -1.930
H 3.155 -3.953 0.687
H 2.252 -4.965 -0.467
H 2.080 -5.232 1.288
H 4.570 -1.185 -1.250
H 4.423 -2.321 -3.460
H 2.264 -2.265 -4.709
H 0.306 -1.151 -3.655
H 5.904 -0.403 0.303
H 5.059 -1.102 1.694
H 5.984 0.386 1.866
H 4.464 1.777 -1.461
H 5.343 2.645 -0.209
H 3.670 3.059 -0.541
H 3.702 1.251 3.295
H 2.180 1.713 2.545
H 3.577 2.797 2.466
H -3.811 -4.175 -0.420
H -5.500 -2.410 -0.820
H -4.787 -0.009 -0.541
H -2.458 0.448 -0.011
H 0.423 -4.649 3.120
H 0.056 -6.194 2.318
H -0.713 -5.778 3.842
H -1.454 -2.233 2.910
H -2.425 -3.197 4.023
H -3.171 -2.503 2.589
H -3.144 -6.465 1.082
H -4.220 -5.204 1.701
H -3.386 -6.273 2.813
H 0.942 -4.428 -2.254
H -0.486 -3.445 -2.610
H -0.230 -4.971 -3.450
H 0.654 -6.585 0.098
H -0.072 -7.540 -1.188
H -0.929 -7.324 0.329
H -3.257 -5.003 -2.442
H -3.473 -6.277 -1.231
H -2.539 -6.588 -2.684
C 2.488 -1.942 5.432
C 2.916 -2.029 4.098
C 2.193 -1.440 3.089
C 1.003 -0.717 3.347
C 0.182 -0.135 2.303
C -0.938 0.582 2.720
C -1.294 0.748 4.062
C -0.544 0.153 5.039
C 0.608 -0.598 4.709
C 1.362 -1.228 5.728
H 3.061 -2.419 6.215
H 3.836 -2.555 3.870
H 2.579 -1.476 2.081
H -1.589 1.031 1.975
H -2.172 1.327 4.319
H -0.824 0.244 6.082
H 1.024 -1.132 6.752
C 0.627 3.218 0.655
P -0.064 1.964 -0.478
C 0.746 2.424 -2.048
C -1.766 2.573 -0.734
C -2.470 3.150 0.324
C -3.780 3.568 0.147
C -4.397 3.419 -1.087
C -3.702 2.851 -2.145
C -2.395 2.420 -1.969
H 0.341 3.015 1.686
H 0.274 4.206 0.360
H 1.714 3.178 0.586
H 0.529 3.469 -2.265
H 0.397 1.801 -2.867
H 1.821 2.283 -1.939
H -1.993 3.291 1.286
H -4.316 4.020 0.971
H -5.419 3.748 -1.225
H -4.174 2.750 -3.114
H -1.868 1.970 -2.801
*
```

Here are the Löwdin charges for atoms 1 to 99, given in e: 1.10 -0.27 1.50 -0.31 -0.44 -0.01 -0.02 -0.03 -0.13 -0.04 0.50 -0.16 -0.16 -0.17 -0.59 -0.43 -0.04 -0.01 -0.02 -0.14 -0.01 0.48 -0.18 -0.14 -0.15 0.49 -0.18 -0.16 -0.16 0.01 0.01 0.01 0.10 0.13 0.12 0.12 0.03 0.02 0.05 0.04 0.05 0.02 0.04 0.00 0.05 0.09 0.13 0.12 0.05 0.02 0.02 0.05 0.01 0.05 0.04 0.02 0.04 0.05 0.01 0.02 0.05 0.01 0.05 0.04 0.04 0.03 0.05 -0.05 -0.05 -0.13 -0.22 -0.30 -0.13 -0.05 0.01 -0.16 0.00 0.12 0.11 0.03 0.06 0.12 0.13 0.12 -0.22 0.87 -0.22 -0.40 -0.11 -0.05 -0.06 -0.06 -0.10 0.04 0.07 0.02 0.07 0.04 0.03

The following is a quantum chemistry calculation of C29H29N5O3 in the gas phase at a distorted geometry, from the OMol25 dataset.

energy above the lowest of the compared OMol25 structures with the same formula, charge and spin = 776.37 kJ/mol
LUMO level = -1.479 eV
maximum force = 0.1005 hartree/bohr
Kohn-Sham gap = 6.6 eV
structure (SMILES) = CN1C(=O)[C@@H](Cc2ccccc2)N(/C=C/[C@H](c2cccc([N+](=O)[O-])c2)n2cnc3ccccc32)C1(C)C

```
! wB97M-V def2-TZVPD RIJCOSX def2/J DEFGRID3
* xyz 0 1
C -1.596 4.389 2.628
N -1.596 2.929 2.660
C -2.734 2.170 2.733
O -3.879 2.641 2.673
C -2.307 0.699 2.724
C -2.890 -0.062 1.555
C -4.391 -0.238 1.671
C -5.232 0.192 0.636
C -6.623 0.170 0.785
C -7.192 -0.293 1.981
C -6.354 -0.733 3.023
C -4.964 -0.705 2.858
N -0.832 0.809 2.681
C 0.001 -0.268 2.608
C 1.357 -0.260 2.361
C 2.158 -1.332 2.979
C 3.664 -1.264 2.777
C 4.265 -0.101 2.222
C 5.634 0.059 1.993
N 6.001 1.405 1.809
O 7.179 1.800 1.664
O 5.034 2.245 1.845
C 6.466 -1.073 2.250
C 5.900 -2.210 2.813
C 4.547 -2.301 3.251
C -0.368 2.173 2.491
C 0.231 2.403 1.059
C 0.710 2.498 3.565
H -2.633 4.736 2.736
H -0.970 4.761 3.476
H -1.193 4.703 1.640
H -2.708 0.307 3.683
H -2.664 0.464 0.613
H -2.410 -1.046 1.542
H -4.777 0.558 -0.288
H -7.270 0.509 -0.037
H -8.274 -0.255 2.132
H -6.784 -1.114 3.954
H -4.314 -1.034 3.676
H -0.412 -1.264 2.803
H 1.872 0.578 1.801
H 1.715 -1.662 4.166
H 3.710 0.834 2.156
H 7.498 -0.988 2.007
H 6.496 -3.116 2.884
H 4.210 -3.179 3.898
H -0.576 2.252 0.313
H 0.562 3.451 1.026
H 1.102 1.754 0.837
H 0.270 2.535 4.577
H 1.539 1.763 3.543
H 1.160 3.481 3.378
C -0.871 -5.646 3.818
C 0.158 -5.943 2.849
C 1.055 -4.940 2.496
C 0.786 -3.683 3.173
C -0.253 -3.368 4.090
C -1.147 -4.389 4.406
N 1.597 -2.749 2.523
C 2.368 -3.417 1.595
N 2.053 -4.743 1.518
H -1.518 -6.450 4.205
H 0.191 -6.944 2.372
H -0.381 -2.351 4.488
H -2.027 -4.197 5.070
H 3.121 -2.974 0.907
*
```

Löwdin atomic charges, in units of e: 0.00 -0.04 -0.36 0.07 -0.17 -0.09 -0.23 -0.04 -0.08 -0.09 -0.07 -0.05 0.00 -0.07 -0.09 -0.18 -0.15 0.05 -0.15 -0.30 0.08 0.01 0.02 -0.06 0.01 -0.47 0.01 0.00 0.09 0.10 0.10 0.16 0.13 0.12 0.11 0.11 0.10 0.10 0.11 0.11 0.08 0.21 0.10 0.11 0.11 0.15 0.10 0.08 0.07 0.10 0.07 0.08 -0.10 -0.02 -0.24 -0.17 -0.06 -0.10 -0.01 -0.14 0.10 0.10 0.11 0.10 0.11 0.15

The following is a quantum chemistry calculation of C4H5PS in the gas phase at a distorted geometry, from the OMol25 dataset.

energy above the lowest of the compared OMol25 structures with the same formula, charge and spin = 271.78 kJ/mol
LUMO level (spin up / spin down) = -1.222 / -1.841 eV
maximum force = 0.0574 hartree/bohr
Kohn-Sham gap (spin up / spin down) = 7.7 / 5.9 eV

```
! wB97M-V def2-TZVPD RIJCOSX def2/J DEFGRID3
* xyz 0 1
C -0.484 -1.653 0.077
C -1.745 -1.954 0.207
C 0.038 -0.245 -0.212
C -0.760 0.998 0.364
P -2.548 1.421 -0.063
S -2.965 -0.751 -0.040
H 0.241 -2.465 0.175
H 0.980 -0.066 0.480
H 0.467 -0.155 -1.262
H -0.858 0.782 1.437
H -0.251 1.931 0.186
*
```

Löwdin atomic charges, in units of e: -0.29 -0.41 -0.26 -0.58 0.64 0.46 0.09 0.13 0.12 0.06 0.04

The following is a quantum chemistry calculation of a gas-phase ion, C19H32FN2O3 (charge +1), from the OMol25 dataset.

energy above the lowest of the compared OMol25 structures with the same formula, charge and spin = 0.00 kJ/mol
LUMO level = -4.428 eV
maximum force = 0.0177 hartree/bohr
Kohn-Sham gap = 8.3 eV
structure (SMILES) = CCCCOOC(=O)c1c(NCCC)c[nH+]c(CCC)c1[C@@H](F)CC

```
! wB97M-V def2-TZVPD RIJCOSX def2/J DEFGRID3
* xyz 1 1
C -2.543 -3.710 1.312
C -1.856 -3.664 -0.065
C -2.818 -3.289 -1.196
C -3.220 -1.816 -1.165
O -2.531 -1.019 -2.127
O -1.268 -0.663 -1.522
C -0.962 0.608 -1.865
O -1.413 1.192 -2.802
C 0.046 1.263 -0.933
C 1.041 2.059 -1.550
N 1.174 2.182 -2.956
C 2.250 1.311 -3.516
C 2.173 -0.124 -3.014
C 2.986 -1.063 -3.919
C 1.917 2.724 -0.732
N 1.815 2.624 0.599
C 0.917 1.862 1.237
C 1.009 1.874 2.734
C 2.177 0.990 3.228
C 3.467 1.773 3.489
C 0.006 1.142 0.458
C -1.012 0.279 1.163
F -0.349 -0.430 2.172
C -2.186 1.065 1.730
C -3.091 0.151 2.561
H -2.643 -4.733 1.662
H -1.979 -3.143 2.051
H -3.541 -3.274 1.268
H -1.057 -2.922 -0.050
H -1.409 -4.626 -0.301
H -3.704 -3.920 -1.184
H -2.309 -3.433 -2.149
H -3.094 -1.396 -0.167
H -4.264 -1.692 -1.446
H 1.455 3.142 -3.123
H 3.235 1.737 -3.300
H 2.112 1.304 -4.595
H 1.127 -0.427 -3.012
H 2.576 -0.182 -2.003
H 3.650 -0.499 -4.572
H 2.339 -1.667 -4.550
H 3.606 -1.739 -3.336
H 2.694 3.357 -1.130
H 2.467 3.149 1.168
H 0.066 1.550 3.147
H 1.173 2.906 3.050
H 2.369 0.222 2.481
H 1.886 0.477 4.140
H 3.481 2.167 4.502
H 3.601 2.628 2.823
H 4.342 1.141 3.366
H -1.415 -0.473 0.501
H -1.844 1.927 2.298
H -2.748 1.401 0.856
H -4.121 0.490 2.555
H -3.061 -0.861 2.155
H -2.719 0.065 3.578
*
```

Löwdin atomic charges, in units of e: -0.09 -0.24 -0.17 -0.17 -0.02 0.01 -0.42 0.20 0.07 -0.18 0.03 -0.19 -0.23 -0.08 0.05 0.17 -0.12 -0.11 -0.21 -0.09 0.01 -0.27 0.01 -0.16 -0.06 0.07 0.06 0.07 0.09 0.11 0.12 0.12 0.10 0.14 0.13 0.12 0.13 0.10 0.11 0.07 0.08 0.07 0.16 0.17 0.10 0.14 0.11 0.12 0.08 0.05 0.08 0.11 0.11 0.13 0.08 0.05 0.08

The following is a quantum chemistry calculation of 2 unconnected molecules or ions with the total composition C5H10N3OS at a distorted geometry, from the OMol25 dataset.

energy above the lowest of the compared OMol25 structures with the same formula, charge and spin = 168.80 kJ/mol
LUMO level = -4.489 eV
maximum force = 0.0866 hartree/bohr
Kohn-Sham gap = 7.2 eV

```
! wB97M-V def2-TZVPD RIJCOSX def2/J DEFGRID3
* xyz 1 1
C -4.560 -0.601 0.941
C -2.818 -0.042 -0.138
C 2.190 1.349 0.342
C 2.177 -0.618 -1.103
C 3.257 -0.684 0.898
N -5.068 0.149 0.024
N -3.924 0.571 -0.689
N 2.575 0.029 0.135
O -3.241 -0.798 0.886
S -1.266 0.174 -0.624
H -5.220 -1.222 1.551
H 2.185 1.809 1.451
H 2.980 1.966 -0.264
H 1.166 1.337 -0.031
H 2.809 -1.494 -1.180
H 1.130 -0.911 -1.072
H 2.401 -0.021 -1.964
H 3.428 -1.702 0.508
H 3.850 -0.514 1.772
H -4.051 1.223 -1.442
*
```

Löwdin atomic charges, in units of e: -0.17 -0.86 -0.03 0.00 0.18 0.12 0.06 -0.23 0.06 0.67 0.15 0.17 0.16 0.04 0.10 0.05 0.12 0.13 0.13 0.16

The following is a quantum chemistry calculation of a molecular structure, C24H34N6O2RbS at a distorted geometry, from the OMol25 dataset.

energy above the lowest of the compared OMol25 structures with the same formula, charge and spin = 115.72 kJ/mol
LUMO level = 2.306 eV
maximum force = 0.0220 hartree/bohr
Kohn-Sham gap = 6.6 eV

```
! wB97M-V def2-TZVPD RIJCOSX def2/J DEFGRID3
* xyz -1 1
Rb -0.300 0.348 1.083
O 0.792 1.814 2.762
C 1.942 1.744 3.294
C 2.706 2.927 3.574
C 4.000 2.880 4.034
C 4.648 1.656 4.271
C 3.930 0.498 4.051
C 2.603 0.498 3.599
C 1.962 -0.815 3.472
N 0.732 -1.061 3.265
C 0.319 -2.458 3.241
C -0.758 -2.732 2.194
N -0.249 -2.521 0.838
C -1.060 -2.166 -0.082
C -2.530 -1.961 0.006
C -3.379 -3.023 0.311
C -4.757 -2.885 0.301
C -5.290 -1.633 -0.030
C -4.476 -0.558 -0.318
C -3.053 -0.658 -0.293
O -2.287 0.355 -0.483
H 2.216 3.874 3.376
H 4.534 3.809 4.209
H 5.671 1.621 4.622
H 4.402 -0.463 4.238
H 2.658 -1.660 3.605
H -0.115 -2.703 4.217
H 1.168 -3.138 3.075
H -1.649 -2.126 2.398
H -1.048 -3.782 2.298
H -0.608 -1.941 -1.053
H -2.940 -3.991 0.539
H -5.399 -3.726 0.526
H -6.367 -1.502 -0.056
H -4.897 0.413 -0.556
N 2.822 -0.076 -0.238
C 3.055 1.349 0.017
C 2.602 2.194 -1.171
C 2.379 3.659 -0.787
C 1.068 3.883 -0.048
N -0.087 3.689 -0.952
H 3.048 -0.637 0.574
H 3.384 -0.409 -1.011
H 4.100 1.590 0.245
H 2.483 1.624 0.904
H 1.691 1.751 -1.588
H 3.351 2.127 -1.968
H 2.390 4.291 -1.679
H 3.205 3.996 -0.150
H 1.030 4.914 0.308
H 1.022 3.246 0.842
H -0.946 3.884 -0.451
H -0.171 2.720 -1.246
C -2.562 1.553 -3.256
N -1.390 2.290 -3.693
C -1.391 3.720 -3.948
C 0.098 4.016 -4.129
N 0.614 2.695 -4.487
C -0.230 1.711 -4.030
S 0.131 0.090 -3.914
H -3.301 2.275 -2.907
H -2.317 0.881 -2.433
H -2.989 0.973 -4.077
H -1.815 4.259 -3.102
H -1.969 3.951 -4.850
H 0.520 4.368 -3.188
H 0.282 4.745 -4.915
H 1.596 2.488 -4.419
*
```

Löwdin atomic charges, in units of e: 1.08 -0.30 -0.45 -0.04 -0.12 -0.14 -0.09 -0.16 -0.15 -0.05 -0.24 -0.26 -0.01 -0.22 -0.18 -0.08 -0.13 -0.13 -0.03 -0.45 -0.32 0.10 0.09 0.08 0.10 0.11 0.11 0.11 0.11 0.11 0.12 0.11 0.08 0.09 0.10 0.01 -0.29 -0.20 -0.20 -0.26 0.03 0.06 0.07 0.12 0.07 0.08 0.11 0.09 0.11 0.11 0.08 0.08 0.05 -0.05 -0.16 -0.14 -0.16 0.01 -0.89 0.59 0.09 0.04 0.09 0.11 0.12 0.08 0.11 0.11